# 1
{
  "formula": "C23H45Cl10N3O",
  "method": "the ωB97M-V functional and the def2-TZVPD basis",
  "orbital_gap_ha": 0.3970,
  "lumo_ev": 0.347,
  "total_energy_ha": -5744.72827,
  "smiles": "CCCC#N.CCCC#N.CCCC#N.ClCCCl.ClCCCl.ClCCCl.ClCCCl.ClCCCl.CO",
  "elements": ["C", "C", "C", "C", "N", "H", "H", "H", "H", "H", "H", "H", "C", "C", "C", "C", "N", "H", "H", "H", "H", "H", "H", "H", "C", "C", "C", "C", "N", "H", "H", "H", "H", "H", "H", "H", "C", "O", "H", "H", "H", "H", "Cl", "C", "C", "Cl", "H", "H", "H", "H", "Cl", "C", "C", "Cl", "H", "H", "H", "H", "Cl", "C", "C", "Cl", "H", "H", "H", "H", "Cl", "C", "C", "Cl", "H", "H", "H", "H", "Cl", "C", "C", "Cl", "H", "H", "H", "H"],
  "positions_angstrom": [[1.70025, 4.30537, 3.57455], [2.58010, 3.10959, 4.06801], [1.68896, 1.96363, 4.52362], [0.71639, 1.41142, 3.48045], [0.11236, 1.06615, 2.57205], [2.33396, 5.15814, 3.20985], [1.01136, 4.73998, 4.33914], [1.14429, 4.06473, 2.66482], [3.16445, 3.37061, 4.91963], [3.17383, 2.93136, 3.18143], [1.05376, 2.38002, 5.33413], [2.27345, 1.10881, 4.94320], [-6.13745, 1.47184, 3.57516], [-5.62937, 0.57034, 4.64615], [-4.05427, 0.38448, 4.63895], [-3.22630, 1.57309, 5.03118], [-2.60724, 2.49374, 5.34158], [-5.59589, 2.39556, 3.40713], [-7.16637, 1.70474, 3.73783], [-6.05665, 0.89691, 2.67051], [-6.03805, -0.37677, 4.48667], [-5.94415, 0.83114, 5.67504], [-3.63572, 0.17019, 3.63730], [-3.75736, -0.36640, 5.38084], [-4.03502, -2.11325, -0.82028], [-2.71016, -1.70783, -0.23335], [-2.26286, -2.47699, 1.06141], [-3.27643, -2.44356, 2.12352], [-4.13290, -2.51043, 2.89164], [-4.30690, -1.49069, -1.69966], [-4.77707, -1.98549, -0.02173], [-4.16571, -3.16003, -1.18145], [-2.77808, -0.59463, 0.04417], [-1.96049, -1.71684, -1.01058], [-1.36225, -1.95817, 1.42494], [-2.04892, -3.56142, 0.86298], [1.58778, 0.49782, -0.84442], [1.63745, 1.66910, -0.08167], [0.66283, 0.04214, -0.70945], [1.66753, 0.76839, -1.92599], [2.39520, -0.22288, -0.70440], [1.33758, 1.45978, 0.84174], [0.40628, -3.67394, -0.92904], [2.05902, -3.90520, -1.60162], [2.64573, -5.32828, -1.44013], [3.44482, -5.52718, 0.17257], [2.64838, -3.22597, -0.96673], [1.99894, -3.57620, -2.62781], [3.45134, -5.41063, -2.15056], [1.91749, -6.09148, -1.55161], [-0.51525, 2.47882, -4.11163], [-0.48623, 2.83935, -2.30783], [-1.64491, 2.27724, -1.62558], [-3.23494, 3.17077, -1.94102], [-0.47092, 3.93259, -2.29268], [0.44888, 2.52502, -1.87553], [-1.49298, 2.45245, -0.54450], [-1.85378, 1.25661, -1.94805], [7.47040, 2.77473, -6.90299], [6.51626, 2.48614, -5.43658], [5.07671, 2.18360, -5.81621], [4.13360, 1.90222, -4.26062], [6.45837, 3.44425, -4.89588], [7.05642, 1.64055, -4.88443], [4.88256, 1.32143, -6.45356], [4.66798, 3.03500, -6.32660], [0.46638, -3.34659, -6.35111], [-0.87106, -2.19567, -6.65791], [-1.02689, -1.19614, -5.56963], [-1.64460, -1.80634, -4.00429], [-1.75481, -2.79762, -6.85756], [-0.64751, -1.64821, -7.64219], [-1.54979, -0.28012, -5.79418], [-0.05379, -0.75298, -5.24798], [3.76197, -0.47911, 1.68903], [2.53935, -1.73717, 1.98631], [2.26981, -1.93108, 3.48457], [1.15599, -3.28648, 3.59448], [2.73034, -2.63949, 1.44881], [1.60380, -1.39074, 1.53817], [1.76733, -1.11263, 3.93508], [3.09337, -2.23519, 4.11039]],
  "forces_ev_per_angstrom": [[0.54, 1.20, 0.26], [-1.90, 1.09, -1.59], [-1.17, -1.03, 0.19], [2.01, 1.12, 1.11], [-0.47, -0.41, -0.39], [-0.24, -0.74, 0.62], [0.43, -0.57, -0.52], [-0.22, -0.40, 0.30], [0.68, 0.34, 0.44], [0.57, -0.79, 0.20], [0.27, -0.48, -0.32], [-0.49, 0.59, -0.38], [0.31, 0.12, -0.46], [2.20, 1.01, 1.57], [0.27, 0.97, 0.18], [-0.95, 0.12, 0.11], [-0.04, -0.37, -0.14], [0.21, 0.20, 0.32], [-0.78, 0.21, 0.02], [-0.13, -0.04, -0.76], [-0.49, -1.73, -0.27], [0.25, 0.26, -0.48], [-0.58, -0.53, 0.44], [-0.14, -0.25, -0.54], [-1.22, -0.40, -0.30], [-0.04, 1.39, 0.78], [0.25, 0.05, -0.83], [-0.44, -0.25, -0.13], [0.42, 0.23, -0.19], [0.16, -0.14, 0.69], [-0.24, 0.06, -0.42], [0.64, 0.51, 0.41], [0.00, -1.47, -0.22], [0.65, -0.40, 0.07], [-0.13, -0.51, 0.03], [-0.01, 1.00, 0.11], [1.21, 0.58, -1.73], [0.09, 0.22, 1.45], [-1.75, -1.23, 0.16], [-0.12, 0.01, 0.72], [0.13, 0.10, 0.50], [0.33, 0.23, -1.20], [0.00, -0.35, -0.01], [0.25, -0.19, 1.33], [0.32, 1.73, 0.45], [-0.42, 0.03, -0.32], [0.08, -0.14, -0.74], [0.18, -0.05, -0.24], [0.14, -0.27, -0.33], [-0.55, -0.66, -0.13], [0.18, -0.11, 0.71], [0.50, 1.52, -1.81], [-1.58, 0.26, 0.96], [0.84, -0.33, -0.09], [-0.17, -0.17, 0.19], [0.18, -0.47, -0.04], [-0.11, -0.71, -0.45], [0.16, 0.00, 0.52], [0.13, 0.09, -0.39], [0.16, -0.81, 0.70], [-0.25, -0.65, 0.65], [0.41, 0.22, -0.83], [0.53, -0.65, 0.15], [-1.08, 1.43, -0.53], [0.43, -0.11, 0.24], [-0.36, 0.47, 0.03], [-0.10, 0.14, 0.01], [0.10, 0.46, -1.91], [1.72, 1.30, 1.55], [-0.31, -0.30, -0.18], [-0.07, 0.06, 0.28], [-0.12, -0.73, 1.49], [-0.87, -0.18, -0.53], [-0.33, -0.69, -0.61], [0.15, -0.15, 0.11], [-1.08, 0.95, 0.66], [0.42, -0.84, -0.84], [-0.82, -0.75, 0.09], [0.83, -0.70, 0.03], [0.07, 0.26, 0.12], [-0.26, 0.95, 0.13], [0.64, 0.23, -0.24]]
}

# 2
{
  "formula": "C23H45Cl3N2O4PRuSi",
  "method": "the ωB97M-V functional and the def2-TZVPD basis",
  "orbital_gap_ha": [0.2437, 0.3021],
  "lumo_ev": [0.225, 0.218],
  "total_energy_ha": -3420.24110,
  "multiplicity": 6,
  "elements": ["C", "C", "H", "H", "H", "C", "C", "H", "H", "H", "H", "Ru", "Cl", "Cl", "C", "O", "N", "C", "C", "H", "H", "H", "H", "H", "H", "H", "H", "H", "C", "C", "N", "H", "C", "O", "H", "H", "H", "H", "O", "C", "C", "C", "H", "C", "H", "C", "H", "C", "C", "H", "H", "H", "Si", "Cl", "C", "C", "C", "H", "H", "H", "H", "H", "H", "H", "H", "H", "C", "P", "C", "C", "O", "H", "H", "H", "H", "H", "H", "H", "H", "H"],
  "positions_angstrom": [[1.59868, -1.32279, -3.71980], [1.04951, 0.00456, -3.36664], [1.20541, -1.70314, -4.66661], [1.27927, -2.01452, -2.92754], [2.70103, -1.32557, -3.72917], [0.53639, 0.87127, -4.25830], [0.37040, 0.59678, -5.71456], [0.27631, 1.88994, -3.95748], [0.30465, -0.47030, -5.94442], [1.19895, 1.02173, -6.29547], [-0.54840, 1.07044, -6.07815], [0.00828, -0.59319, 0.87166], [2.22217, -0.50005, 1.08563], [-0.80810, -2.67361, 1.06885], [0.77000, 2.42951, 1.54586], [-0.11071, 1.57117, 1.28156], [0.40742, 3.68352, 1.84283], [-1.00811, 4.05169, 1.83465], [1.38346, 4.75782, 1.96043], [1.84851, 2.20507, 1.54748], [-1.61812, 3.17240, 2.04509], [-1.29874, 4.46779, 0.85554], [-1.16305, 4.82319, 2.59347], [2.39289, 4.33200, 1.93693], [1.22786, 5.29919, 2.90205], [1.28463, 5.48266, 1.13449], [-1.60843, -1.25469, -2.59107], [-2.56580, 1.39337, -3.44428], [-2.51283, -1.14633, -1.97600], [-3.31568, 1.10249, -2.69364], [-2.72192, 0.26288, -1.64982], [-2.37412, -1.71373, -1.04947], [-2.64128, 0.67973, -0.36205], [-2.19488, -0.02722, 0.57135], [-3.72394, 2.01532, -2.24327], [-3.04124, 1.70166, -0.19091], [-3.38159, -1.50576, -2.53955], [-4.10501, 0.54407, -3.21292], [0.19271, -0.46658, -1.21946], [1.13122, 0.34176, -1.86210], [-0.28996, 2.39895, -1.63558], [0.97015, 1.83525, -1.61151], [-1.13545, 1.72502, -1.72176], [-0.44889, 3.78217, -1.65588], [2.13363, 0.02539, -1.52404], [2.10415, 2.63285, -1.52581], [-1.44969, 4.20540, -1.72454], [0.68564, 4.59174, -1.60129], [1.95888, 4.01734, -1.55015], [3.07680, 2.13174, -1.48609], [0.58285, 5.67981, -1.62129], [2.85046, 4.64773, -1.52821], [0.50904, -4.94884, 0.02620], [0.94994, -3.50505, -1.41959], [-1.33902, -5.35947, 0.09031], [1.67257, -4.58171, 1.46141], [0.97295, -6.63620, -0.77702], [-1.99443, -4.60650, -0.36908], [-1.65160, -5.53323, 1.12175], [-1.50487, -6.29536, -0.46795], [0.19053, -6.89070, -1.50874], [0.99399, -7.43238, -0.01894], [1.93304, -6.61071, -1.30543], [1.48344, -3.60919, 1.92655], [2.71656, -4.57728, 1.11820], [1.57949, -5.35525, 2.23314], [-1.10996, 1.00414, 4.93937], [-0.08994, -0.37404, 4.37820], [1.67340, -0.13761, 4.60089], [-0.51324, -1.84029, 5.31182], [-0.49310, -0.55014, 2.91561], [-1.16480, 1.04781, 6.03635], [-2.11826, 0.84908, 4.52045], [-0.69925, 1.94776, 4.54859], [1.90226, 0.00563, 5.66340], [2.18668, -1.03645, 4.24265], [2.01665, 0.72247, 4.02124], [-1.55401, -2.11606, 5.12178], [0.13862, -2.66627, 5.01082], [-0.37308, -1.64204, 6.37896]],
  "forces_ev_per_angstrom": [[-0.31, -0.80, 0.39], [-0.16, 1.72, -0.12], [0.28, 0.04, 0.09], [0.32, 0.33, -0.63], [-0.32, 0.07, -0.09], [0.41, -0.29, 0.47], [-0.18, 0.02, -0.40], [-0.03, -0.40, 0.05], [0.05, 0.19, 0.00], [-0.10, -0.07, 0.01], [0.10, -0.06, -0.06], [-0.77, 0.32, -2.50], [2.84, 0.08, 0.59], [-1.20, -1.66, 0.54], [-1.66, -0.65, -0.48], [1.38, 2.10, 0.68], [0.19, 0.06, -0.11], [0.14, 0.22, -0.19], [-0.03, 0.08, -0.01], [-0.28, -0.01, -0.03], [0.13, 0.11, -0.02], [0.14, -0.19, 0.31], [-0.03, -0.12, -0.02], [-0.23, 0.14, 0.02], [0.11, -0.14, -0.12], [0.00, -0.37, 0.19], [-0.25, -0.01, 0.25], [-0.06, -0.13, 0.22], [0.47, -0.04, -0.26], [0.28, -0.06, 0.21], [-0.90, 0.15, 0.80], [-0.03, 0.14, -0.29], [0.16, -1.31, 0.02], [-1.33, 1.48, -1.30], [0.02, -0.21, -0.13], [0.30, -0.30, -0.05], [0.04, 0.02, 0.18], [0.07, 0.19, 0.23], [-0.30, 0.74, 0.48], [-0.03, -0.57, -0.27], [-0.32, 0.40, -0.28], [0.49, -0.85, -0.26], [0.40, 0.32, 0.01], [0.26, -0.27, 0.23], [0.08, 0.30, -0.04], [-0.16, 0.05, -0.13], [0.19, 0.07, 0.02], [0.04, 0.27, -0.11], [0.17, 0.10, 0.26], [-0.23, 0.37, -0.06], [0.05, -0.31, -0.03], [-0.30, -0.07, 0.02], [0.02, -1.05, -0.98], [0.00, -0.82, 0.19], [-0.32, -0.10, -0.10], [-0.09, -0.10, 0.27], [0.48, 0.47, -0.04], [0.30, -0.08, 0.35], [-0.18, 0.14, 0.02], [0.13, 0.28, 0.30], [0.35, 0.11, 0.19], [0.02, 0.12, -0.14], [-0.05, -0.14, 0.17], [-0.02, -0.22, -0.18], [-0.28, -0.13, -0.12], [0.03, 0.03, -0.05], [0.20, 0.18, 0.69], [-1.10, -0.37, -2.37], [0.00, 0.22, 0.39], [0.01, 0.00, 0.45], [0.41, 0.32, 2.91], [-0.03, 0.16, -0.25], [0.48, -0.03, 0.13], [-0.14, -0.31, 0.10], [0.03, 0.03, -0.15], [-0.14, 0.18, -0.05], [-0.02, -0.13, 0.04], [0.15, 0.09, -0.03], [-0.11, 0.15, -0.03], [-0.04, -0.15, -0.03]]
}

# 3
{
  "formula": "C23H45N3O2P4Ru",
  "method": "the ωB97M-V functional and the def2-TZVPD basis",
  "total_charge": 4,
  "orbital_gap_ha": [0.2866, 0.1134],
  "lumo_ev": [-9.926, -14.698],
  "total_energy_ha": -2676.78074,
  "multiplicity": 5,
  "elements": ["P", "C", "H", "H", "H", "C", "H", "H", "H", "C", "H", "H", "H", "P", "C", "H", "H", "H", "C", "H", "H", "H", "C", "H", "H", "H", "P", "C", "H", "H", "H", "C", "H", "H", "H", "C", "H", "H", "H", "Ru", "C", "O", "C", "O", "C", "C", "C", "C", "C", "C", "H", "H", "H", "H", "H", "H", "C", "N", "C", "N", "C", "N", "C", "P", "C", "C", "H", "H", "H", "H", "H", "H", "H", "H", "H", "H", "H", "H"],
  "positions_angstrom": [[3.39555, -1.17790, -0.20192], [4.71551, -1.38205, 1.01582], [5.53609, -1.94415, 0.56272], [4.30306, -1.94777, 1.85849], [5.06384, -0.40178, 1.35362], [3.73741, -2.55389, -1.35208], [3.88567, -2.19693, -2.38079], [2.87464, -3.23267, -1.32093], [4.62844, -3.08962, -1.01524], [4.10379, 0.22524, -1.18914], [4.95880, -0.13060, -1.77476], [4.43727, 1.00049, -0.48684], [3.34692, 0.65804, -1.85793], [-1.16348, 4.42456, -1.55044], [-1.21817, 5.08314, 0.16162], [-1.33828, 6.17703, 0.17109], [-0.27204, 4.79998, 0.65219], [-2.05775, 4.59936, 0.68562], [-0.02475, 5.56928, -2.42593], [0.08460, 5.20943, -3.46225], [0.95365, 5.52696, -1.92434], [-0.41596, 6.59545, -2.42156], [-2.81991, 4.84486, -2.22556], [-2.90300, 5.91793, -2.44451], [-3.58408, 4.54252, -1.49379], [-2.95030, 4.25799, -3.14746], [-2.39560, -2.74386, -0.08827], [-3.57442, -3.57777, 1.03501], [-4.26282, -4.18933, 0.44245], [-4.13054, -2.80577, 1.58164], [-3.00667, -4.19652, 1.73923], [-3.57224, -2.18599, -1.40184], [-4.53365, -2.69672, -1.27791], [-3.16750, -2.38460, -2.40365], [-3.72509, -1.10440, -1.28739], [-1.67915, -4.19718, -0.94566], [-2.42110, -4.99853, -1.02901], [-0.82191, -4.54510, -0.35522], [-1.32877, -3.90642, -1.94407], [-0.19618, 1.09281, -2.44004], [0.81984, 2.09608, -1.11563], [1.55675, 2.55220, -0.31757], [-1.77832, 1.36725, -1.05298], [-2.58086, 1.39856, -0.20844], [-1.41302, 0.66507, -4.02879], [-0.81821, -0.54635, -3.63695], [0.56952, -0.67111, -3.49959], [1.37766, 0.43647, -3.78331], [0.81957, 1.59120, -4.26799], [-0.57703, 1.74210, -4.32553], [-2.49496, 0.76132, -4.08479], [-1.42221, -1.44406, -3.53887], [1.02301, -1.60909, -3.22464], [2.46513, 0.29185, -3.77803], [1.46149, 2.35444, -4.70639], [-1.00953, 2.70527, -4.65846], [1.37935, -1.71460, 4.80323], [1.19100, -0.25506, 4.63697], [-0.18317, 0.10853, 5.05767], [-1.22323, -0.64502, 4.30598], [-0.99241, -2.09508, 4.48577], [0.36378, -2.51055, 4.06681], [0.54820, -2.41070, 2.62404], [0.35615, -0.64033, 1.99573], [1.47137, 0.18006, 3.27515], [-1.25367, -0.25778, 2.89850], [1.26821, -1.94845, 5.87797], [2.37909, -1.99375, 4.45080], [-0.33101, 1.18312, 4.89238], [-0.29452, -0.14141, 6.12847], [-1.73748, -2.65216, 3.90453], [-1.09376, -2.31707, 5.56385], [1.55283, -2.75852, 2.34073], [-0.18856, -3.03719, 2.10114], [1.31010, 1.26417, 3.19220], [2.51601, -0.03655, 3.01685], [-2.07367, -0.77403, 2.38480], [-1.42533, 0.82558, 2.81339]],
  "forces_ev_per_angstrom": [[3.32, 0.56, -2.12], [-0.82, 0.11, 1.28], [-0.13, 0.05, -0.05], [0.52, -0.03, 0.11], [-0.08, -0.19, 0.07], [-1.43, -0.65, -0.08], [-0.20, 0.02, 0.38], [0.40, -0.23, -0.30], [-0.18, 0.05, 0.05], [-1.22, 0.84, 0.59], [-0.14, -0.30, 0.21], [-0.12, -0.10, -0.28], [0.34, -0.10, 0.18], [-0.40, 1.42, -0.01], [0.23, -0.69, 0.05], [0.02, -0.34, -0.07], [-0.36, 0.29, 0.00], [0.29, 0.29, -0.07], [0.22, -0.77, -0.09], [0.05, 0.33, 0.32], [-0.24, 0.15, -0.25], [0.06, -0.29, 0.06], [0.15, -0.73, -0.05], [0.07, -0.28, 0.10], [0.16, 0.14, -0.32], [-0.21, 0.36, 0.19], [-2.81, -2.70, -2.30], [0.76, 0.95, 1.45], [0.25, 0.12, -0.16], [-0.10, -0.36, 0.02], [-0.32, 0.00, -0.03], [0.66, 1.45, 0.04], [0.24, 0.01, 0.20], [-0.03, 0.05, 0.41], [-0.29, -0.22, -0.24], [1.67, 0.66, 0.31], [-0.16, 0.26, 0.19], [-0.16, -0.32, -0.29], [-0.05, -0.11, 0.27], [-1.01, 2.92, 6.65], [3.51, 0.54, 2.64], [-2.78, -1.13, -2.58], [-1.02, -1.01, 1.61], [2.38, 0.19, -2.66], [-1.20, -0.78, -1.57], [-0.62, -1.57, -0.97], [0.03, -0.68, 0.02], [1.41, -1.58, -0.51], [0.07, 1.52, -1.91], [-0.72, 1.90, -2.48], [0.26, -0.03, -0.03], [-0.03, 0.29, 0.36], [-0.06, -0.14, 0.08], [-0.51, 0.37, 0.25], [-0.15, 0.19, 0.68], [0.35, -0.75, 0.18], [0.32, -0.95, 0.99], [-2.04, -1.39, -2.34], [-0.76, 0.74, 1.30], [1.51, -0.18, -0.43], [0.37, 0.18, 0.51], [0.04, 0.91, -0.06], [0.23, 0.67, 0.07], [-0.24, -0.57, -0.15], [0.49, 0.60, 0.75], [0.33, 0.37, 0.18], [0.20, 0.12, -0.51], [-0.22, 0.07, 0.19], [0.03, -0.29, 0.17], [0.10, 0.23, -0.51], [0.16, 0.09, 0.25], [-0.09, -0.01, -0.54], [-0.28, -0.11, 0.14], [0.18, 0.03, 0.17], [0.05, -0.22, 0.04], [-0.18, -0.04, 0.10], [0.08, 0.07, 0.11], [-0.12, -0.30, 0.04]]
}